Density functional theory data (the ωB97M-V functional and the def2-TZVPD basis) for C5H10O in the gas phase in a non-equilibrium geometry.

Geometry as XYZ:
```
16
Properties=species:S:1:pos:R:3
H 1.365 -1.512 0.622
H 0.429 -2.130 -0.577
C 0.031 0.630 2.166
H 0.960 0.070 2.365
C -0.627 0.203 -1.668
C 0.265 0.137 -0.392
H -1.079 1.480 0.728
C 0.999 -1.216 -0.366
H 1.903 -1.107 -0.955
H -1.545 -0.058 0.920
H 1.039 0.865 -0.657
H -1.409 -0.568 -1.709
O -0.493 1.392 2.943
C -0.601 0.484 0.775
H -1.186 1.133 -1.605
H -0.051 0.196 -2.589
```

## Properties
* LUMO: 1.02 eV
* charge: 0
* relative energy (zero: lowest compared OMol25 entry of this formula, charge and spin): 96.19 kJ/mol
* orbital gap: 10.71 eV
* strongest force on any atom: 0.0488 Eh/bohr


Density functional theory data (the ωB97M-V functional and the def2-TZVPD basis) for C5H10O in the gas phase in a non-equilibrium geometry.

Geometry as XYZ:
```
16
Properties=species:S:1:pos:R:3
H -1.729 0.984 -0.182
C -0.653 1.098 0.038
O -1.354 -0.216 1.907
H 1.266 -1.066 -1.779
C 1.015 -0.458 -0.891
C 0.217 0.819 -1.240
C 0.140 -1.180 0.157
H -0.477 0.619 -2.135
H 0.683 -1.965 0.699
H -1.103 -0.957 2.493
H -0.755 -1.638 -0.304
H -0.493 2.106 0.474
H 1.984 -0.166 -0.383
H 0.893 1.695 -1.526
H 0.627 0.315 1.632
C -0.263 0.010 1.040
```

## Properties
* LUMO: 1.00 eV
* charge: 0
* relative energy (zero: lowest compared OMol25 entry of this formula, charge and spin): 31.66 kJ/mol
* orbital gap: 11.10 eV
* strongest force on any atom: 0.0324 Eh/bohr


Density functional theory data (the ωB97M-V functional and the def2-TZVPD basis) for C5H10O in the gas phase in a non-equilibrium geometry.

Geometry as XYZ:
```
16
Properties=species:S:1:pos:R:3
O 0.170 -0.457 -1.713
C 0.654 -0.741 1.231
H 0.989 -0.699 2.273
C -0.579 -0.062 0.669
H -1.244 0.596 1.247
H -0.359 -2.090 -0.253
H 1.480 -0.760 0.520
C -0.401 0.516 -0.873
H -1.157 -2.224 1.370
H 1.429 1.517 -0.326
C 0.450 1.787 -0.736
H -1.427 0.759 -1.204
H 0.613 2.362 -1.655
H -0.028 -1.402 -1.311
H -0.052 2.449 -0.016
C -0.539 -1.552 0.778
```

## Properties
* LUMO: 1.07 eV
* charge: 0
* relative energy (zero: lowest compared OMol25 entry of this formula, charge and spin): 190.63 kJ/mol
* orbital gap: 11.01 eV
* strongest force on any atom: 0.0672 Eh/bohr


Density functional theory data (the ωB97M-V functional and the def2-TZVPD basis) for C5H10O in the gas phase.

Geometry as XYZ:
```
16
Properties=species:S:1:pos:R:3
H -0.030 -0.998 -2.616
C -1.031 -0.799 -2.220
C 0.771 0.322 0.581
C 0.974 0.258 2.055
H -1.501 -1.756 -1.976
H 0.339 -0.425 2.609
H 1.658 0.473 -0.039
H 0.867 2.401 1.393
H -1.966 0.263 -0.593
O -0.174 -0.531 0.020
H 1.989 0.359 2.430
H -0.531 1.063 -1.249
C -0.958 0.086 -0.992
H -1.625 -0.307 -2.999
C 0.316 1.467 1.438
H -0.753 1.579 1.589
```

## Properties
* LUMO: 1.20 eV
* charge: 0
* relative energy (zero: lowest compared OMol25 entry of this formula, charge and spin): 145.78 kJ/mol
* orbital gap: 10.77 eV
* strongest force on any atom: 0.0052 Eh/bohr


Density functional theory data (the ωB97M-V functional and the def2-TZVPD basis) for a molecular structure, C5H10O.

Geometry as XYZ:
```
16
Properties=species:S:1:pos:R:3
C 1.075 0.600 0.514
H 2.166 0.444 -1.361
H -2.923 -0.273 1.003
H -0.237 0.861 -1.169
C -0.993 -0.863 -0.027
C 2.073 -0.099 -0.413
H 3.069 -0.180 0.031
H -0.690 -1.362 0.899
H 1.732 -1.114 -0.654
H 1.363 1.644 0.680
H -2.801 0.170 -0.728
H -0.951 -1.558 -0.867
C -0.292 0.495 -0.129
H 1.050 0.109 1.495
O -1.406 1.130 0.529
C -2.233 -0.002 0.198
```

## Properties
* LUMO: 1.20 eV
* charge: 0
* relative energy (zero: lowest compared OMol25 entry of this formula, charge and spin): 115.19 kJ/mol
* orbital gap: 10.81 eV
* strongest force on any atom: 0.0077 Eh/bohr


Density functional theory data (the ωB97M-V functional and the def2-TZVPD basis) for C5H10O in the gas phase.

Geometry as XYZ:
```
16
Properties=species:S:1:pos:R:3
H -0.146 0.937 -1.995
O 0.068 -1.723 -0.891
H 2.017 -0.137 -1.202
C -0.388 1.294 -0.989
H -2.182 -1.627 0.588
H 2.440 -0.076 0.519
C 0.362 0.450 0.055
H -1.475 1.240 -0.866
H -1.364 -0.717 1.890
C -0.225 -0.968 0.013
C 1.860 0.415 -0.271
C -1.219 -1.430 1.072
H 0.204 0.890 1.049
H -0.875 -2.386 1.484
H 2.259 1.427 -0.400
H -0.090 2.346 -0.921
```

## Properties
* LUMO: 1.02 eV
* charge: 0
* relative energy (zero: lowest compared OMol25 entry of this formula, charge and spin): 7.91 kJ/mol
* orbital gap: 10.55 eV
* strongest force on any atom: 0.0089 Eh/bohr


Density functional theory data (the ωB97M-V functional and the def2-TZVPD basis) for 2 unconnected molecules or ions with the total composition C5H10O.

Geometry as XYZ:
```
16
Properties=species:S:1:pos:R:3
H 1.869 -0.844 -1.014
O -1.411 -1.091 -1.078
C 0.378 -0.058 0.349
C -0.810 -0.159 -0.610
C 1.569 -0.951 0.035
H -0.843 1.673 -1.869
C 0.454 1.453 -0.012
H 1.321 1.690 -0.637
H -1.735 1.808 -0.337
H 0.432 2.140 0.837
H -2.137 -2.087 1.820
H 1.318 -2.002 0.208
H 2.429 -0.692 0.662
H -2.010 -2.020 1.089
C -0.865 1.353 -0.823
H 0.040 -0.215 1.382
```

## Properties
* LUMO: 1.00 eV
* charge: 0
* relative energy (zero: lowest compared OMol25 entry of this formula, charge and spin): 161.85 kJ/mol
* orbital gap: 10.47 eV
* strongest force on any atom: 0.0113 Eh/bohr


Density functional theory data (the ωB97M-V functional and the def2-TZVPD basis) for C5H10O in the gas phase in a non-equilibrium geometry.

Geometry as XYZ:
```
16
Properties=species:S:1:pos:R:3
H 0.686 -0.154 1.597
O -1.133 -0.585 -1.260
H 2.084 -1.956 0.857
H -0.169 1.852 -1.570
C 1.525 -1.392 0.092
H 0.889 1.945 -0.147
H -1.916 -1.022 -0.899
H -2.191 1.606 -0.281
H 1.204 -2.143 -0.655
C -1.267 1.391 0.251
C 0.288 -0.725 0.734
H -0.358 -1.498 1.190
C -0.004 1.517 -0.561
H 2.116 -0.641 -0.403
H -1.247 1.642 1.278
C -0.507 0.163 -0.222
```

## Properties
* LUMO: 1.04 eV
* charge: 0
* relative energy (zero: lowest compared OMol25 entry of this formula, charge and spin): 109.28 kJ/mol
* orbital gap: 10.82 eV
* strongest force on any atom: 0.0295 Eh/bohr


Density functional theory data (the ωB97M-V functional and the def2-TZVPD basis) for C5H10O in the gas phase in a non-equilibrium geometry.

Geometry as XYZ:
```
16
Properties=species:S:1:pos:R:3
H -1.813 0.698 -0.558
H -0.724 1.473 -1.737
C -0.450 2.141 0.311
H -0.552 1.761 1.336
C 0.601 -2.209 0.656
H 0.593 -2.930 -0.158
H 1.968 -0.571 -0.579
H -1.325 -1.570 -0.194
C -0.289 -1.252 -0.067
H 0.133 -2.396 1.638
C -0.794 1.063 -0.728
C 0.125 -0.087 -0.542
H 1.610 -1.838 0.898
H 0.583 2.478 0.184
O 1.448 0.241 -0.657
H -1.115 2.999 0.197
```

## Properties
* LUMO: 0.89 eV
* charge: 0
* relative energy (zero: lowest compared OMol25 entry of this formula, charge and spin): 117.33 kJ/mol
* orbital gap: 9.15 eV
* strongest force on any atom: 0.0409 Eh/bohr


Density functional theory data (the ωB97M-V functional and the def2-TZVPD basis) for C5H10O in the gas phase in a non-equilibrium geometry.

Geometry as XYZ:
```
16
Properties=species:S:1:pos:R:3
H 1.486 1.360 -1.371
H -0.818 -0.684 -1.229
C -0.327 0.487 0.436
O 0.164 -1.840 0.816
H -0.014 1.487 0.775
C 1.044 0.379 -1.585
H 0.767 -0.372 2.177
H 1.068 0.212 -2.662
H -1.019 1.047 -1.511
H -1.720 0.859 1.369
C 0.042 -0.561 1.392
H 1.099 -1.943 0.595
C -0.372 0.294 -1.038
H 1.670 -0.378 -1.099
C -1.389 -0.159 1.479
H -2.051 -0.923 1.084
```

## Properties
* LUMO: 0.89 eV
* charge: 0
* relative energy (zero: lowest compared OMol25 entry of this formula, charge and spin): 276.04 kJ/mol
* orbital gap: 9.48 eV
* strongest force on any atom: 0.0501 Eh/bohr


Density functional theory data (the ωB97M-V functional and the def2-TZVPD basis) for a molecular structure, C5H10O.

Geometry as XYZ:
```
16
Properties=species:S:1:pos:R:3
C -1.265 0.670 0.709
H -1.149 1.615 0.151
C 0.883 -0.107 -0.630
C -0.328 -0.445 0.222
H -0.033 -1.091 1.057
O -2.424 -0.062 0.278
H 1.262 -1.034 -1.081
H 0.575 0.540 -1.463
H 1.670 1.512 0.600
H -1.302 0.890 1.781
H -1.635 -0.756 -1.541
H 2.341 -0.081 0.984
H -1.867 -2.020 -0.295
C 2.003 0.563 0.163
C -1.598 -0.971 -0.463
H 2.868 0.775 -0.474
```

## Properties
* LUMO: 1.14 eV
* charge: 0
* relative energy (zero: lowest compared OMol25 entry of this formula, charge and spin): 121.76 kJ/mol
* orbital gap: 10.73 eV
* strongest force on any atom: 0.0081 Eh/bohr


Density functional theory data (the ωB97M-V functional and the def2-TZVPD basis) for 2 unconnected molecules or ions with the total composition C5H10O.

Geometry as XYZ:
```
16
Properties=species:S:1:pos:R:3
H -0.430 2.352 0.195
C -0.697 1.562 -0.516
C 0.776 0.107 0.761
H 1.261 -2.724 -0.223
H 1.011 0.266 -1.490
H 0.798 -3.117 -0.652
O 1.810 -0.827 0.900
C -1.652 0.496 0.080
H -1.027 2.023 -1.448
H -2.337 0.144 -0.700
H -2.239 0.746 0.970
C 0.387 0.486 -0.629
H 0.747 0.859 1.556
C -0.482 -0.476 0.184
H 2.646 -0.343 0.893
H -0.572 -1.553 0.121
```

## Properties
* LUMO: 0.96 eV
* charge: 0
* relative energy (zero: lowest compared OMol25 entry of this formula, charge and spin): 298.02 kJ/mol
* orbital gap: 10.41 eV
* strongest force on any atom: 0.0075 Eh/bohr


Question: What is the formula in the fourth record?
Answer: C5H10O


Question: What is the formula in the eighth record?
Answer: C5H10O